i | 18
Properties=species:S:1:pos:R:3:mulliken_charge:R:1 method="wB97M-V/def2-TZVPD" charge=+1 e_homo_ev=-14.43 gap_ev=9.75 spin_multiplicity=1
Cl -1.26 0.45 -2.46 -0.01
Cl 1.30 2.94 0.59 -0.15
N -0.24 1.00 -0.19 -0.02
N 0.72 -0.13 2.05 -0.37
N -0.03 2.77 -1.77 -0.49
C 1.41 -0.49 2.88 -0.13
C 0.09 -2.05 -0.45 -0.71
C -0.83 0.13 -0.91 0.56
C 0.23 2.23 -0.67 0.43
C -1.22 -1.20 -0.33 -0.83
H 0.61 -1.91 0.58 0.17
H -2.11 -1.61 -0.78 0.44
H 1.89 -0.65 3.79 0.41
H -1.48 -1.15 0.65 0.42
H -0.10 0.59 0.77 0.38
H 0.35 3.70 -1.93 0.31
H 0.83 -1.52 -1.14 0.30
H -0.18 -3.11 -0.68 0.31

ii | 18
Properties=species:S:1:pos:R:3:mulliken_charge:R:1 method="wB97M-V/def2-TZVPD" smiles="CC[C@]1(Cl)N=CNC(Cl)=[NH+]1" charge=+1 e_homo_ev=-14.76 gap_ev=9.77 spin_multiplicity=1
Cl 1.09 -2.71 -0.32 -0.13
Cl 3.99 0.87 -0.64 -0.06
N 1.56 -0.27 -0.73 -0.13
N 0.29 -0.80 1.28 -0.35
N 2.50 -0.17 1.37 -0.06
C 0.43 -0.96 -0.09 0.45
C -0.83 -0.75 -0.91 -0.33
C -1.54 0.49 -0.35 -1.16
C 1.30 -0.45 1.93 -0.17
C 2.61 0.05 0.02 0.39
H 3.21 0.15 1.96 0.27
H 1.25 -0.61 3.05 0.38
H -2.31 0.36 0.42 0.27
H 1.72 -0.15 -1.74 0.26
H -2.12 0.92 -1.11 0.42
H -0.75 1.19 -0.17 0.35
H -0.79 -0.50 -2.01 0.31
H -1.35 -1.74 -0.75 0.28

Most stable: ii (next structure +0.0402 hartree)

i | 15
Properties=species:S:1:pos:R:3:mulliken_charge:R:1 method="wB97M-V/def2-TZVPD" e_homo_ev=-7.75 gap_ev=8.67 spin_multiplicity=1
F 1.99 2.05 0.51 -0.29
N 2.68 0.07 -0.28 0.41
N 2.62 -1.21 -0.58 -0.95
C -0.65 -0.33 -0.91 -0.81
C 1.85 0.72 0.46 -0.26
C -1.75 0.07 0.09 -0.82
H -2.26 -0.89 0.42 0.23
H 3.46 0.63 -0.70 0.31
H -1.55 0.71 0.96 0.32
H 1.16 0.14 1.07 0.52
H 0.09 -1.11 -0.67 0.08
H -2.37 0.86 -0.43 0.27
H -1.10 -0.57 -1.81 0.42
H 0.00 0.49 -1.00 0.33
H 1.88 -1.66 -0.09 0.23

ii | 15
Properties=species:S:1:pos:R:3:mulliken_charge:R:1 method="wB97M-V/def2-TZVPD" smiles=NC[C@H](N)CF e_homo_ev=-8.86 gap_ev=9.63 spin_multiplicity=1
F 0.87 -2.71 -0.23 -0.28
N -0.51 1.65 -0.67 -0.66
N -1.31 -0.58 -0.07 -0.80
C 0.18 -0.43 0.00 0.28
C 0.90 -1.58 0.61 -0.50
C 0.35 1.00 0.34 -0.66
H -1.38 -1.53 -0.56 0.28
H 0.55 -0.53 -0.97 0.23
H 0.14 2.01 -1.48 0.22
H -1.46 0.27 -0.81 0.42
H 1.96 -1.28 0.79 0.26
H -0.21 1.39 1.25 0.29
H 0.11 -1.76 1.60 0.26
H 1.23 1.65 0.47 0.37
H -1.42 2.43 -0.25 0.29

Most stable: ii (next structure +0.0041 hartree)

i | 7
Properties=species:S:1:pos:R:3:mulliken_charge:R:1 method="wB97M-V/def2-TZVPD" smiles=C1CS1 e_homo_ev=-8.84 gap_ev=9.89 spin_multiplicity=1
S 1.63 0.01 0.02 -0.12
C -0.05 0.70 0.02 -0.38
C -0.05 -0.75 0.02 -0.45
H -0.36 1.33 -0.90 0.23
H -0.40 -1.21 -0.87 0.22
H -0.49 1.37 0.89 0.23
H -0.28 -1.45 0.82 0.28

ii | 7
Properties=species:S:1:pos:R:3:mulliken_charge:R:1 method="wB97M-V/def2-TZVPD" smiles="CC=S" e_homo_ev=-8.83 gap_ev=8.38 spin_multiplicity=1
S 2.12 -0.18 0.07 -0.20
C 0.64 0.52 0.02 -0.11
C -0.57 -0.30 0.10 -0.71
H -1.20 -0.77 0.99 0.26
H -0.09 -1.10 -0.80 0.21
H 0.41 1.66 0.12 0.25
H -1.31 0.17 -0.49 0.30

Most stable: i (next structure +0.0404 hartree)

i | 15
Properties=species:S:1:pos:R:3:mulliken_charge:R:1 method="wB97M-V/def2-TZVPD" smiles="COC1=NS[C@H](C)S1" e_homo_ev=-8.14 gap_ev=8.87 spin_multiplicity=1
S -0.07 0.71 1.25 -0.17
S 0.42 0.60 -1.63 -0.05
O -1.40 -1.46 0.99 -0.32
N -0.37 -0.74 -0.94 -0.48
C -1.80 -2.62 0.19 -0.67
C -0.63 -0.66 0.28 0.66
C 0.87 1.47 -0.06 -0.13
C 2.39 1.42 0.26 -1.00
H -2.43 -2.25 -0.59 0.32
H 2.79 0.44 0.57 0.28
H -2.32 -3.26 0.90 0.23
H 0.56 2.52 -0.11 0.38
H 2.91 1.60 -0.68 0.34
H 2.59 2.27 0.96 0.32
H -0.92 -3.11 -0.22 0.31

ii | 15
Properties=species:S:1:pos:R:3:mulliken_charge:R:1 method="wB97M-V/def2-TZVPD" e_homo_ev=-9.66 gap_ev=7.36 spin_multiplicity=1
S 1.26 0.63 2.18 -0.37
S -1.73 -1.44 -0.35 -0.12
O 1.47 1.16 -0.70 -0.55
N -0.06 -0.07 -3.31 -0.49
C -0.15 -0.62 0.08 -0.37
C 0.10 0.67 -0.75 0.34
C -0.08 -0.21 1.58 -0.40
C -0.25 0.41 -2.19 -0.04
H -0.58 1.39 -0.27 0.31
H 1.47 1.29 0.46 0.43
H 0.53 -1.31 -0.38 0.37
H 0.53 2.31 3.15 0.16
H -0.22 -1.05 2.29 0.30
H -2.43 -0.51 0.24 0.13
H -0.90 0.60 1.69 0.29

Most stable: i (next structure +0.1636 hartree)

i | 17
Properties=species:S:1:pos:R:3:mulliken_charge:R:1 method="wB97M-V/def2-TZVPD" smiles="[H]/N=C/[C@](C)(I)[C@@H]([NH3+])I" charge=+1 e_homo_ev=-12.85 gap_ev=8.62 spin_multiplicity=1
I -2.60 0.63 -0.22 0.17
I 2.45 0.23 -0.13 0.23
N 0.20 2.19 0.09 -0.11
N 0.70 -1.50 -1.71 -0.51
C -0.63 -0.46 0.05 -0.08
C -0.35 -0.85 1.44 -1.05
C 0.48 0.84 -0.51 -0.97
C -0.29 -1.62 -0.87 0.09
H 0.69 2.41 1.08 0.47
H 0.22 0.72 -1.54 0.63
H -0.68 -0.22 2.30 0.31
H 0.60 3.00 -0.49 0.39
H -0.84 2.19 0.32 0.19
H -0.72 -1.88 1.55 0.37
H -0.99 -2.52 -0.77 0.38
H 0.75 -0.87 1.58 0.28
H 1.00 -2.28 -2.18 0.21

ii | 17
Properties=species:S:1:pos:R:3:mulliken_charge:R:1 method="wB97M-V/def2-TZVPD" charge=+1 e_homo_ev=-12.94 gap_ev=8.63 spin_multiplicity=1
I 2.34 2.28 -0.34 0.14
I 3.89 -1.11 -0.20 0.21
N -0.41 0.26 -0.08 0.01
N 0.67 -1.82 -0.44 -0.53
C -2.62 1.06 0.41 -1.18
C 0.90 -0.49 0.05 -0.27
C 2.12 0.10 -0.67 -1.10
C -1.23 0.64 0.75 0.32
H 1.14 -0.61 1.07 0.51
H -3.31 0.31 0.79 0.35
H -0.97 0.56 1.78 0.43
H 0.27 -2.35 0.31 0.22
H -2.87 1.18 -0.58 0.35
H -2.72 2.15 0.82 0.33
H 1.46 -2.19 -0.89 0.22
H 1.97 -0.07 -1.75 0.64
H -0.63 0.11 -1.03 0.34

Most stable: ii (next structure +0.0462 hartree)